(1)
DFT (ωB97M-V/def2-TZVPD) results for a molecular structure, C15H16N4OS2 at a distorted geometry.

Element x y z (Å)
C -3.564 -2.027 1.025
C -3.926 -0.852 0.571
C -3.059 0.466 0.581
H -2.239 0.166 1.132
H -3.717 1.063 0.859
S -2.793 0.746 -1.078
C -1.560 1.833 -0.568
N -1.562 3.273 -0.739
N -0.381 3.759 -0.409
C 0.536 2.673 -0.257
N 1.765 2.931 0.051
C 2.492 1.669 -0.020
O 3.804 1.437 0.221
C 1.872 0.436 -0.150
C 0.488 0.341 -0.604
N -0.242 1.511 -0.382
S -0.145 -1.370 -0.708
C 1.346 -1.952 -0.413
C 2.447 -0.874 -0.271
C 3.630 -1.588 0.156
H 4.421 -1.145 -0.588
H 3.781 -1.503 1.258
C 3.412 -2.969 -0.391
H 3.843 -3.761 0.371
H 3.821 -3.028 -1.695
C 1.970 -3.276 -0.499
H 1.582 -4.050 -1.368
H 1.567 -3.670 0.365
C 2.357 3.985 0.393
H 1.984 4.464 1.199
H 2.336 4.768 -0.646
H 3.458 3.820 0.368
C -5.441 -0.581 0.094
H -5.459 -0.297 -0.940
H -6.054 -1.623 0.022
H -5.963 0.266 0.769
H -4.204 -2.902 0.741
H -2.605 -2.142 1.552

Output
**M**: 332.45 g/mol
**E_LUMO**: -0.5 eV
**Total charge**: 0
**HOMO energy**: -7.88 eV



(2)
DFT (ωB97M-V/def2-TZVPD) results for a molecular structure, C15H16N7OPtS.

Element x y z (Å)
Pt 1.015 0.904 -0.005
O -2.294 3.302 0.004
C -1.209 2.738 0.002
N -0.994 1.398 -0.001
C -2.324 0.763 0.000
C -2.614 -0.713 -0.001
C -3.979 -1.030 0.000
C -4.377 -2.346 -0.001
C -3.403 -3.341 -0.004
C -2.088 -2.944 -0.005
N -1.688 -1.660 -0.004
C 0.029 3.573 0.001
C -0.029 4.952 0.003
C 1.153 5.669 0.002
C 2.355 4.975 -0.002
C 2.338 3.597 -0.004
N 1.187 2.907 -0.003
H -2.871 1.168 -0.857
H -2.869 1.165 0.860
H -4.709 -0.231 0.002
H -5.428 -2.601 0.000
H -3.660 -4.390 -0.005
H -1.300 -3.688 -0.007
H -1.007 5.411 0.006
H 1.143 6.750 0.004
H 3.305 5.488 -0.003
H 3.260 3.040 -0.006
C 1.460 -4.274 0.006
C 2.454 -3.179 0.003
N 3.738 -3.314 0.003
N 4.235 -2.039 0.000
C 3.283 -1.112 -0.002
S 3.335 0.569 -0.006
N 2.138 -1.826 0.000
N 0.888 -1.198 -0.001
H 1.991 -5.221 0.008
H 0.826 -4.227 -0.881
H 0.827 -4.222 0.894
H 5.231 -1.888 -0.001
H 0.327 -1.461 0.810
H 0.327 -1.464 -0.810

Output
**M**: 537.49 g/mol
**E_LUMO**: -2.8 eV
**Total charge**: +1
**HOMO energy**: -11.15 eV



(3)
DFT (ωB97M-V/def2-TZVPD) results for 2 unconnected molecules or ions with the total composition C15H16O4Si at a distorted geometry.

Element x y z (Å)
Si 1.324 1.875 2.929
C -0.481 1.504 3.516
C -1.572 1.535 2.334
C -2.198 0.067 2.000
C -0.909 -0.884 1.744
C -0.168 -0.631 0.392
C 1.114 -1.490 0.111
C 1.552 -2.504 1.198
C 0.793 -2.756 2.523
C -0.477 -1.911 2.812
H 1.683 3.249 3.281
H 2.277 0.964 3.613
H 1.494 1.575 1.488
H -0.770 2.339 4.263
H -0.501 0.502 4.093
H -2.435 2.263 2.580
H -1.038 1.853 1.369
H -2.846 -0.331 2.861
H -2.845 0.074 1.059
H -0.563 0.157 -0.340
H 1.670 -1.290 -0.865
H 2.501 -3.104 1.000
H 1.137 -3.510 3.320
H -1.110 -1.983 3.762
C -0.197 -0.120 -5.545
C 1.114 -0.410 -5.308
C 1.563 -0.096 -3.877
O 2.687 -0.351 -3.433
C 0.600 0.554 -2.974
C -0.706 0.856 -3.214
C -1.185 0.444 -4.611
O -2.351 0.561 -5.001
O -1.531 1.416 -2.432
O 1.961 -0.896 -6.111
H -0.609 -0.320 -6.530
H 1.024 0.801 -2.005

Output
**M**: 288.38 g/mol
**E_LUMO**: 4.5 eV
**Total charge**: -2
**HOMO energy**: 0.06 eV